(1)
{
  "formula": "C18H13N7O2SeSn",
  "method": "ωB97M-V/def2-TZVPD",
  "gap_ev": [6.34, 4.69],
  "e_above_lowest_kcal_mol": 17.8,
  "e_tot_ha": -3842.4984,
  "total_charge": 2,
  "e_lumo_ha": [-0.30759, -0.36837],
  "elements": ["Sn", "Se", "N", "C", "C", "C", "C", "C", "N", "C", "C", "N", "C", "C", "C", "C", "C", "N", "H", "H", "H", "H", "H", "H", "C", "C", "C", "O", "H", "H", "H", "H", "H", "H", "H", "O", "N", "C", "C", "N", "C", "N"],
  "coordinates": [[0.5080, 0.7327, -1.3259], [-2.6536, -4.7534, 3.5512], [-1.8163, -3.2326, 3.8066], [-1.5295, -2.7269, 2.6353], [-0.8642, -1.4568, 2.4400], [-0.4570, -0.6382, 3.4989], [0.1476, 0.5709, 3.2226], [0.3364, 0.9345, 1.8971], [-0.0394, 0.1566, 0.8825], [-0.6300, -1.0254, 1.1293], [-1.0304, -1.8381, -0.0124], [-0.7401, -1.3655, -1.2328], [-1.1089, -2.0448, -2.3134], [-1.7977, -3.2498, -2.2313], [-2.0916, -3.7625, -0.9856], [-1.7002, -3.0535, 0.1565], [-1.9569, -3.5139, 1.5041], [-2.5764, -4.6269, 1.7973], [-0.6244, -0.9703, 4.5152], [0.4802, 1.2284, 4.0127], [0.8043, 1.8749, 1.6342], [-0.8436, -1.6136, -3.2715], [-2.0835, -3.7666, -3.1361], [-2.6169, -4.7012, -0.8687], [4.1128, 2.6015, -1.3378], [3.6734, 1.5307, -0.3150], [4.5257, 0.2765, -0.3251], [2.3299, 1.2927, -0.3420], [5.1420, 2.8844, -1.1364], [3.4778, 3.4842, -1.2853], [4.0420, 2.1671, -2.3364], [3.8183, 2.0481, 0.6693], [4.4820, -0.2042, -1.3058], [4.1681, -0.4381, 0.4157], [5.5642, 0.5249, -0.1168], [-1.6514, 2.0478, -0.9263], [-2.4649, 2.9379, -1.0418], [-2.9405, 3.7723, -1.8685], [-2.5263, 3.8520, -3.2437], [-2.2081, 3.9040, -4.3457], [-3.9435, 4.7004, -1.4194], [-4.7175, 5.4601, -1.0448]],
  "forces_ev_per_angstrom": [[-0.9, -1.0, 0.4], [-0.1, -0.2, 0.1], [0.3, 0.5, 0.3], [-0.3, -0.5, -0.3], [0.1, 0.3, -0.1], [0.0, 0.0, -0.1], [0.0, 0.0, 0.0], [0.0, 0.1, 0.1], [0.4, 0.5, -0.7], [-0.1, -0.1, 0.3], [-0.2, -0.3, 0.1], [0.5, 0.6, -0.2], [0.0, 0.0, -0.1], [0.0, 0.0, 0.0], [0.1, 0.1, 0.0], [0.1, 0.2, -0.2], [0.1, 0.2, 0.6], [-0.1, -0.2, -0.4], [0.0, 0.0, 0.0], [0.0, 0.0, 0.0], [0.0, 0.0, 0.1], [0.0, 0.0, 0.0], [0.0, 0.0, 0.0], [0.0, 0.0, 0.0], [-0.3, 0.2, -0.2], [0.7, -0.4, 0.1], [-0.3, 0.0, -0.2], [0.2, 0.1, 0.5], [0.0, 0.0, 0.0], [0.0, 0.0, 0.0], [0.0, 0.0, 0.0], [-0.2, 0.1, -0.1], [0.0, 0.0, 0.0], [0.1, 0.0, 0.1], [0.0, 0.0, 0.0], [-0.1, 0.0, -0.3], [-0.1, -0.1, 0.8], [-0.3, 0.6, -0.6], [0.2, -0.2, 0.0], [0.1, 0.0, 0.1], [0.0, -0.1, 0.3], [0.0, -0.1, -0.1]],
  "mulliken_charge": [1.128, 0.408, -0.809, 0.860, 0.293, -0.407, -0.983, -0.213, -0.043, -0.311, 0.151, -0.191, -0.162, -0.883, -0.372, 0.257, 0.806, -0.813, 0.585, 0.452, 0.585, 0.441, 0.449, 0.575, -1.247, 0.661, -1.309, -0.334, 0.404, 0.359, 0.362, 0.166, 0.340, 0.349, 0.418, -0.226, 0.043, 0.669, 0.003, -0.230, 0.009, -0.237]
}

(2)
{
  "formula": "C18H14BF4O6PS2Se2W",
  "method": "ωB97M-V/def2-TZVPD",
  "gap_ev": 6.19,
  "e_above_lowest_kcal_mol": 0.0,
  "e_tot_ha": -7577.4488,
  "total_charge": 2,
  "e_lumo_ha": -0.33200,
  "elements": ["W", "Se", "P", "Se", "C", "C", "C", "C", "C", "C", "C", "C", "C", "C", "C", "C", "H", "H", "H", "H", "H", "H", "H", "H", "H", "H", "O", "S", "O", "O", "C", "C", "C", "C", "C", "C", "S", "O", "O", "O", "H", "H", "H", "H", "F", "B", "F", "F", "F"],
  "coordinates": [[-0.0856, -1.3018, 0.0405], [0.3193, 0.3683, 1.7870], [-0.6836, 1.8673, 0.4373], [-0.7952, 0.6354, -1.3970], [0.3925, 3.2631, 0.2439], [1.7253, 3.2705, 0.6505], [2.4982, 4.3955, 0.4153], [1.9494, 5.4942, -0.2318], [0.6215, 5.4826, -0.6460], [-0.1647, 4.3708, -0.4093], [-2.2741, 2.3406, 1.0383], [-2.3222, 3.4060, 1.9488], [-3.5343, 3.7565, 2.5119], [-4.6857, 3.0518, 2.1745], [-4.6343, 1.9946, 1.2748], [-3.4278, 1.6279, 0.7056], [2.1671, 2.4175, 1.1494], [3.5291, 4.4148, 0.7403], [2.5582, 6.3698, -0.4130], [0.1990, 6.3425, -1.1470], [-1.2038, 4.3744, -0.7177], [-1.4294, 3.9629, 2.2041], [-3.5852, 4.5808, 3.2096], [-5.6324, 3.3343, 2.6154], [-5.5364, 1.4592, 1.0135], [-3.3891, 0.8037, 0.0044], [-1.2518, -4.5262, -1.9644], [-0.3262, -3.5409, -1.5874], [-0.1328, -3.3015, -0.0715], [-0.6833, -2.1132, -1.9139], [1.3149, -3.9966, -2.0346], [1.4201, -5.0571, -2.9064], [2.6754, -5.6106, -3.1864], [3.8021, -5.1188, -2.5716], [3.7097, -4.0362, -1.6884], [2.4810, -3.4760, -1.4161], [2.5346, -1.9783, -0.4863], [1.7296, -2.0098, 0.8125], [3.8529, -1.5114, -0.3490], [1.5343, -1.1006, -1.2391], [0.5279, -5.4777, -3.3509], [2.7455, -6.4388, -3.8778], [4.7705, -5.5549, -2.7739], [4.6018, -3.6210, -1.2399], [-1.8585, -1.5287, 0.5140], [-1.5251, -3.0354, 3.0545], [-2.4304, -2.1763, 3.4382], [-1.6920, -4.3233, 3.1010], [-0.3759, -2.5500, 2.5339]],
  "forces_ev_per_angstrom": [[-0.4, -0.5, 0.1], [-0.1, 0.2, -0.2], [0.1, 0.0, 0.0], [0.0, 0.1, 0.0], [-0.1, 0.1, 0.0], [0.1, -0.1, 0.0], [0.0, 0.0, 0.0], [0.0, 0.0, 0.0], [0.1, 0.0, 0.0], [0.0, 0.0, 0.0], [0.0, 0.0, 0.1], [0.0, 0.0, 0.0], [-0.1, 0.0, 0.0], [0.0, 0.0, 0.0], [0.0, 0.0, 0.0], [0.0, -0.1, 0.0], [0.0, 0.0, 0.0], [0.0, 0.0, 0.0], [0.0, 0.0, 0.0], [0.0, 0.0, 0.0], [0.0, 0.0, 0.0], [0.0, 0.0, 0.0], [0.0, 0.0, 0.0], [0.0, 0.0, 0.0], [0.0, 0.0, 0.0], [0.0, 0.0, 0.0], [0.0, 0.0, -0.1], [0.0, 0.2, 0.3], [-0.1, -0.1, -0.1], [0.0, 0.0, 0.0], [0.1, 0.0, 0.0], [0.1, -0.1, 0.0], [-0.1, 0.0, 0.0], [0.0, 0.1, 0.1], [0.0, -0.1, -0.1], [0.0, 0.0, 0.0], [-0.2, 0.2, 0.0], [0.1, -0.1, -0.1], [0.0, 0.0, 0.0], [0.2, 0.0, 0.1], [0.0, 0.0, 0.0], [0.0, 0.0, 0.0], [0.0, 0.0, 0.0], [0.0, 0.0, 0.0], [0.3, 0.1, 0.0], [0.0, 0.0, -0.1], [0.0, 0.0, 0.0], [0.0, 0.0, 0.0], [0.0, 0.0, 0.0]],
  "mulliken_charge": [1.305, -0.104, 1.080, -0.087, 0.919, -0.462, -0.764, -0.459, -0.763, -0.379, 0.979, -0.394, -0.782, -0.437, -0.875, -0.475, 0.238, 0.434, 0.427, 0.425, 0.438, 0.439, 0.430, 0.427, 0.445, 0.319, -0.521, 1.387, -0.332, -0.544, 0.243, -0.546, -0.682, -0.694, -0.588, 0.310, 1.503, -0.360, -0.524, -0.351, 0.535, 0.445, 0.443, 0.537, -0.502, 0.297, -0.187, -0.171, -0.022]
}

(3)
{
  "formula": "C18H14FN3O",
  "method": "ωB97M-V/def2-TZVPD",
  "gap_ev": 7.91,
  "smiles": "Cn1c(=O)n(C)c2cc(/C=C(/C#N)c3ccc(F)cc3)ccc21",
  "e_above_lowest_kcal_mol": 0.0,
  "e_tot_ha": -1033.6381,
  "e_lumo_ha": -0.01128,
  "elements": ["N", "O", "F", "C", "C", "C", "C", "C", "C", "C", "C", "C", "C", "C", "C", "C", "C", "C", "C", "N", "N", "C", "C", "H", "H", "H", "H", "H", "H", "H", "H", "H", "H", "H", "H", "H", "H"],
  "coordinates": [[-3.0248, -3.9226, -3.3409], [1.6720, 3.5881, 1.8634], [3.6089, -0.3562, -1.7666], [-2.4016, -3.1383, -2.7566], [0.8996, 2.6143, 1.6370], [-1.6284, -2.3078, -1.8685], [-2.3768, -1.7084, -0.8411], [1.5618, -0.7777, -2.9996], [1.9111, -1.7040, -0.7779], [0.3475, -1.3748, -3.1523], [0.6968, -2.2320, -0.8936], [-2.1084, -0.7857, 1.5440], [-1.4179, -0.0209, 2.4475], [-0.9204, 0.2209, -0.2327], [2.3183, -0.9580, -1.8460], [-0.1438, -2.0494, -2.0415], [-1.8607, -0.7692, 0.2147], [-0.5478, 0.9820, 2.0523], [-0.3172, 1.0816, 0.6779], [0.2269, 1.9368, 2.6992], [0.5354, 2.0966, 0.3638], [0.2289, 2.1969, 4.0790], [1.2709, 2.4346, -0.9025], [-3.3897, -1.8220, -0.6591], [2.1040, -0.1384, -3.7280], [2.4023, -1.7577, 0.1088], [-0.3225, -1.1252, -4.0391], [0.3038, -2.8534, -0.0714], [-2.7296, -1.5824, 1.9098], [-1.4971, -0.0643, 3.5571], [-0.6484, 0.3115, -1.2867], [-0.5505, 1.6472, 4.5518], [1.0892, 1.6232, 4.4664], [0.3779, 3.2434, 4.4191], [2.3227, 2.4480, -0.6650], [0.9047, 3.4127, -1.0742], [1.1029, 1.6104, -1.6485]],
  "forces_ev_per_angstrom": [[0.6, 0.9, 0.3], [-1.9, -2.7, -1.0], [-2.3, -0.8, -0.3], [-0.1, -1.0, -0.2], [2.3, 3.5, 1.3], [-1.5, 1.4, 2.0], [3.4, 0.1, -0.3], [3.2, 1.2, -0.3], [0.2, 1.1, -1.8], [-2.1, 0.4, -0.5], [-3.7, -1.9, -0.6], [-0.7, -1.8, 1.0], [0.8, 1.8, 2.7], [-0.4, -0.2, 0.5], [2.0, 1.1, -0.6], [-0.4, -0.4, 1.1], [2.6, 1.5, -3.2], [-0.3, -0.7, -0.8], [-1.2, -1.5, -2.1], [-0.8, -0.1, -4.3], [1.3, 0.5, 2.7], [2.5, -0.3, 1.5], [-0.8, -1.8, 1.6], [-2.0, -1.1, -0.6], [-0.9, -0.6, 0.1], [1.8, -0.3, 2.2], [1.1, -0.6, 1.2], [0.0, 0.6, -0.4], [-0.4, -0.1, 0.3], [-0.6, -0.6, -1.0], [-0.3, 0.0, 0.4], [-1.2, 0.3, 0.2], [0.2, 0.5, 0.3], [-0.5, -0.6, -0.7], [0.4, 0.2, 0.0], [0.0, 0.8, -1.3], [-0.2, 1.3, 0.6]],
  "mulliken_charge": [-0.534, -0.702, -0.383, -0.096, 0.081, 0.462, -1.070, -0.642, -0.711, -0.074, -0.303, -0.843, -0.679, -0.869, 0.618, 0.093, 0.182, 0.905, 0.875, 0.075, -0.038, -1.042, -0.902, 0.597, 0.372, 0.603, 0.338, 0.371, 0.450, 0.193, 0.705, 0.325, 0.404, 0.309, 0.354, 0.360, 0.216]
}

(4)
{
  "formula": "C18H14FN3O",
  "method": "ωB97M-V/def2-TZVPD",
  "gap_ev": 8.44,
  "smiles": "Fc1cccnc1O/N=C1/C=C(C#Cc2ccccn2)CCC1",
  "e_above_lowest_kcal_mol": 65.3,
  "e_tot_ha": -1033.5341,
  "e_lumo_ha": 0.00127,
  "elements": ["F", "C", "C", "N", "N", "N", "O", "C", "C", "C", "C", "C", "C", "C", "C", "C", "C", "C", "C", "C", "C", "C", "C", "H", "H", "H", "H", "H", "H", "H", "H", "H", "H", "H", "H", "H", "H"],
  "coordinates": [[2.8806, 2.4038, 1.5153], [-1.5404, -1.1919, -1.7194], [-1.9445, -0.8825, -2.8433], [1.0348, 0.3380, 2.0124], [-1.6317, -0.7038, -5.1938], [3.0255, 1.0608, 4.9002], [1.8688, 0.1005, 3.1551], [-0.2043, -0.4401, 0.1745], [-0.9802, -1.4281, -0.4114], [0.4896, -0.6862, 1.4165], [-1.9840, -0.1786, -6.4125], [3.7446, 2.0295, 5.4972], [-2.3815, -0.4503, -4.1400], [2.5848, 1.1899, 3.6332], [-3.1338, 0.6002, -6.5707], [4.1055, 3.1679, 4.8361], [-3.5318, 0.3557, -4.2265], [-3.9169, 0.8640, -5.4538], [3.7474, 3.3383, 3.4816], [3.0251, 2.3055, 2.8592], [-1.2180, -2.7554, 0.2892], [0.6010, -2.1231, 1.8845], [-0.7754, -2.7875, 1.7641], [-0.1106, 0.5210, -0.2746], [-1.4368, -0.5040, -7.3030], [4.1305, 1.9299, 6.5233], [-3.4830, 1.0527, -7.5074], [4.7238, 3.9271, 5.3398], [-4.1246, 0.6015, -3.3477], [-4.8058, 1.5307, -5.5019], [4.0511, 4.2437, 2.9152], [-2.2431, -2.9598, 0.2536], [-0.6462, -3.5172, -0.2197], [1.0202, -2.2239, 2.9314], [1.2817, -2.6469, 1.2678], [-0.7348, -3.8282, 2.1105], [-1.4874, -2.2532, 2.3650]],
  "forces_ev_per_angstrom": [[-0.3, -0.3, 0.7], [-0.8, 0.8, -2.1], [1.1, -1.1, 2.8], [0.0, 0.6, -0.8], [0.4, 0.1, -2.1], [-0.9, 0.1, -0.7], [-0.4, -0.5, -0.2], [-1.8, -1.7, -0.8], [1.2, 1.4, 0.9], [1.9, 0.1, 2.5], [-0.9, -0.6, 1.1], [-0.1, -0.6, -0.4], [-0.7, 1.1, 0.0], [0.9, 0.5, 0.2], [-0.1, 0.2, -0.1], [0.4, 1.4, -1.0], [-0.4, 0.1, 0.0], [-0.3, 0.5, 0.6], [-0.2, -0.6, 0.3], [0.4, 0.5, 0.3], [1.4, 0.7, 0.5], [-0.5, 0.3, 1.9], [0.6, 0.1, -0.7], [0.1, 0.5, -0.3], [0.2, 0.2, 0.6], [-0.6, -0.6, -0.5], [0.6, -0.5, 0.1], [-0.5, -0.4, -0.3], [0.3, -0.2, -0.1], [0.7, -0.7, -0.1], [-0.3, -0.9, 0.3], [-1.6, -0.6, -0.4], [-0.1, -0.4, -0.5], [-0.6, 0.5, -1.1], [0.9, -0.5, -0.9], [0.0, 0.3, -0.1], [-0.4, 0.2, 0.4]],
  "mulliken_charge": [-0.262, -0.613, 0.053, -0.564, -0.514, -0.455, -0.153, -0.573, 0.786, 0.505, -0.216, -0.248, 0.331, 0.247, -0.366, -0.286, -0.479, -0.291, -0.439, 0.665, -0.739, -0.597, -0.809, 0.528, 0.364, 0.323, 0.325, 0.315, 0.353, 0.345, 0.371, 0.393, 0.351, 0.256, 0.387, 0.324, 0.381]
}

(5)
{
  "formula": "C18H14N2O4S",
  "method": "ωB97M-V/def2-TZVPD",
  "gap_ev": 8.69,
  "smiles": "C[C@@H](Oc1ccc(C#N)cc1)C(=O)OCc1cc(-c2cccs2)on1",
  "e_above_lowest_kcal_mol": 48.2,
  "e_tot_ha": -1502.9122,
  "e_lumo_ha": 0.00213,
  "elements": ["N", "O", "C", "N", "O", "O", "O", "S", "C", "C", "C", "C", "C", "C", "C", "C", "C", "C", "C", "C", "C", "C", "C", "C", "C", "H", "H", "H", "H", "H", "H", "H", "H", "H", "H", "H", "H", "H", "H"],
  "coordinates": [[0.4684, -0.3518, 4.8908], [-2.1310, 0.7566, -2.6138], [0.1910, -0.5842, 3.7879], [2.2804, 0.0757, -1.5855], [2.5337, 0.4630, -0.2407], [-0.3275, -0.4554, -3.3237], [-1.2800, -2.2980, -1.3148], [0.5889, 3.4534, 1.8446], [-1.4935, -0.2851, -2.6874], [1.2360, 0.7838, -1.9908], [1.2619, 3.4805, 3.4376], [2.2152, 2.5107, 3.6362], [0.8966, 1.7273, -0.9754], [2.4755, 1.7142, 2.4174], [1.7074, 1.5131, 0.0591], [1.6673, 2.1293, 1.3724], [0.4068, -2.0949, 1.8765], [-1.1085, -0.1817, 1.7530], [-0.0056, -2.4969, 0.6154], [-1.4914, -0.5984, 0.4818], [-0.1684, -0.9384, 2.4558], [-0.9679, -1.7742, -0.1010], [0.5644, 0.6340, -3.3280], [-2.5742, -2.5573, -3.2792], [-2.1746, -1.5811, -2.1573], [0.9466, 4.2067, 4.1587], [2.7717, 2.4332, 4.5526], [0.0818, 2.4434, -1.0227], [3.1692, 0.8821, 2.3975], [1.1676, -2.6506, 2.4341], [-1.4883, 0.7144, 2.2227], [0.3733, -3.4145, 0.1333], [-2.1889, 0.0775, -0.0511], [1.3383, 0.4095, -4.0601], [0.0854, 1.6348, -3.5778], [-3.2763, -3.3530, -2.9405], [-3.0527, -2.0614, -4.1166], [-1.6459, -3.0234, -3.6053], [-3.0528, -1.3427, -1.5558]],
  "forces_ev_per_angstrom": [[-0.3, -0.2, -1.2], [1.6, -0.9, 0.0], [0.4, 0.3, 1.6], [-1.0, 0.0, 0.3], [-0.4, 0.9, -0.9], [-0.6, -0.6, 0.7], [0.1, 0.1, 0.0], [1.0, -0.9, -0.1], [-2.6, 0.7, -0.1], [1.2, 0.3, 1.5], [0.7, -1.1, -0.3], [-0.2, 0.1, -1.8], [-1.5, 0.5, -1.3], [-1.3, 1.6, 1.2], [-0.1, -0.8, 0.2], [1.1, -0.5, 1.2], [-0.3, 0.4, -0.1], [0.7, -0.9, 0.0], [0.2, -0.6, -0.1], [-0.6, 0.6, -0.9], [0.1, -0.5, -0.6], [0.3, 0.6, 0.9], [0.9, 1.8, -0.1], [0.1, -0.2, 0.4], [0.3, -0.6, -0.2], [-0.2, 0.2, 0.1], [0.0, -0.2, 0.2], [0.2, -0.1, 0.0], [-0.1, 0.2, -0.2], [-0.4, 0.2, -0.3], [-0.2, 0.0, -0.2], [-0.1, 0.6, 0.4], [0.4, -0.7, 0.2], [-0.2, -0.1, -0.2], [0.3, -1.4, 0.2], [0.6, 0.6, 0.1], [0.0, 0.3, -0.1], [-0.1, -0.1, -0.3], [0.1, 0.6, -0.2]],
  "mulliken_charge": [-0.575, -0.601, -0.027, -0.656, -0.224, -0.333, -0.476, -0.121, 0.554, 0.483, -0.328, -0.589, 0.012, -0.529, 0.394, 0.072, -0.653, -0.858, -0.470, 0.298, 0.456, 0.407, -0.708, -1.575, 0.495, 0.477, 0.405, 0.357, 0.497, 0.414, 0.461, 0.389, 0.357, 0.367, 0.306, 0.376, 0.409, 0.336, 0.400]
}